No. 1
C24H48O10S3 | the ωB97M-V functional and the def2-TZVPD basis

Output
- ΔE to the lowest compared entry with this formula, charge and spin (kJ/mol) = 0.0
- SMILES = O=S1(=O)CCCC1.O=S1(=O)CCCC1.O=S1(=O)CCCC1.CC(C)=O.CC(C)=O.CC(C)=O.CC(C)=O
- HOMO level (eV) = -9.34
- gap between HOMO and LUMO (eV) = 9.79
- LUMO level (eV) = 0.45
- 2S+1 = 1

Each line ends with the Löwdin charge.
CARTESIAN COORDINATES (ANGSTROEM)
O 4.874 -1.816 3.645  -0.333
S 3.890 -2.785 3.204  0.708
O 2.741 -3.122 4.058  -0.363
C 3.338 -2.352 1.445  -0.211
C 3.826 -3.434 0.481  -0.207
C 4.997 -4.141 1.195  -0.197
C 4.549 -4.421 2.677  -0.208
H 3.696 -1.356 1.185  0.063
H 2.256 -2.226 1.457  0.097
H 2.976 -4.088 0.283  0.117
H 4.110 -2.919 -0.437  0.097
H 5.905 -3.545 1.288  0.114
H 5.232 -5.101 0.735  0.107
H 5.305 -4.663 3.424  0.098
H 3.737 -5.137 2.801  0.100
O 2.548 -1.048 -5.679  -0.330
S 2.330 -0.220 -4.522  0.710
O 1.084 0.522 -4.232  -0.353
C 2.827 -1.073 -2.975  -0.207
C 4.158 -0.378 -2.569  -0.212
C 4.163 1.078 -3.041  -0.208
C 3.670 1.031 -4.498  -0.209
H 2.829 -2.150 -3.138  0.099
H 1.998 -0.887 -2.291  0.068
H 4.234 -0.510 -1.490  0.100
H 5.001 -0.898 -3.024  0.117
H 5.198 1.405 -2.939  0.115
H 3.579 1.731 -2.392  0.103
H 4.392 0.777 -5.274  0.102
H 3.254 2.010 -4.734  0.100
O 3.458 0.909 1.883  -0.372
S 2.965 1.859 2.867  0.696
O 2.701 3.242 2.556  -0.324
C 1.434 1.108 3.702  -0.170
C 1.804 0.969 5.196  -0.207
C 2.976 1.927 5.480  -0.223
C 4.031 1.724 4.380  -0.202
H 1.263 0.158 3.194  0.091
H 0.637 1.845 3.605  0.098
H 0.957 0.995 5.882  0.114
H 2.167 -0.048 5.347  0.104
H 3.575 1.653 6.349  0.111
H 2.630 2.958 5.556  0.116
H 4.562 0.772 4.372  0.089
H 4.740 2.546 4.277  0.100
C -4.137 0.909 0.953  -0.015
C -4.385 1.931 2.055  -0.460
C -5.790 2.423 2.207  -0.031
O -3.520 2.252 2.886  0.049
H -3.064 0.720 0.911  0.061
H -4.576 1.286 0.029  0.051
H -4.630 -0.055 1.080  0.087
H -5.754 3.466 1.889  0.091
H -6.100 2.301 3.245  0.089
H -6.492 1.863 1.588  0.072
C -5.435 3.319 -4.440  -0.022
C -5.034 2.260 -3.381  -0.453
C -6.143 1.837 -2.426  -0.022
O -3.888 1.845 -3.299  0.055
H -6.510 3.406 -4.599  0.070
H -4.933 3.184 -5.398  0.082
H -5.220 4.310 -4.039  0.083
H -6.489 2.762 -1.966  0.086
H -5.754 1.270 -1.579  0.041
H -6.941 1.287 -2.925  0.089
C 1.225 1.129 -0.534  -0.026
C -0.199 1.029 -0.187  -0.470
C -1.082 0.539 -1.339  -0.002
O -0.594 1.285 0.926  0.079
H 1.702 0.174 -0.313  0.083
H 1.736 1.713 0.231  0.063
H 1.585 1.520 -1.486  0.077
H -0.639 0.774 -2.307  0.066
H -2.116 0.865 -1.226  0.054
H -1.166 -0.547 -1.366  0.083
C -5.902 -2.719 -0.773  -0.023
C -4.420 -2.821 -1.179  -0.482
C -3.968 -1.831 -2.273  -0.013
O -3.704 -3.690 -0.732  0.058
H -6.063 -2.865 0.295  0.081
H -6.338 -3.515 -1.377  0.088
H -6.277 -1.736 -1.056  0.061
H -4.684 -1.830 -3.094  0.087
H -2.938 -2.081 -2.527  0.079
H -3.961 -0.867 -1.764  0.056

=====

No. 2
C24H48O24 | the ωB97M-V functional and the def2-TZVPD basis

Output
- ΔE to the lowest compared entry with this formula, charge and spin (kJ/mol) = 1175.4
- SMILES = COC(=O)OC.COC(=O)OC.COC(=O)OC.COC(=O)OC.COC(=O)OC.COC(=O)OC.COC(=O)OC.COC(=O)OC
- HOMO level (eV) = -10.20
- gap between HOMO and LUMO (eV) = 10.69
- LUMO level (eV) = 0.49
- 2S+1 = 1

Each line ends with the Löwdin charge.
CARTESIAN COORDINATES (ANGSTROEM)
C 54.244 16.626 34.439  -0.130
O 53.356 17.478 35.081  -0.091
C 53.329 17.787 36.515  -0.573
O 54.015 17.181 37.241  0.154
O 52.499 18.755 36.699  0.011
C 52.545 19.386 38.011  0.027
H 55.315 16.515 34.784  0.098
H 54.513 16.914 33.330  0.112
H 53.761 15.604 34.421  0.090
H 53.203 18.752 38.694  0.128
H 51.584 19.372 38.442  0.078
H 52.857 20.359 37.863  0.067
C 54.020 16.062 29.387  -0.056
O 55.367 15.924 29.028  -0.025
C 56.000 14.732 29.062  -0.479
O 55.391 13.774 29.562  0.079
O 57.344 14.836 28.661  0.000
C 57.921 13.507 28.557  -0.051
H 53.794 16.221 30.435  0.082
H 53.454 15.353 28.888  0.061
H 53.629 17.037 28.903  0.116
H 57.435 12.829 29.279  0.090
H 58.988 13.413 28.774  0.099
H 57.684 12.999 27.693  0.061
C 51.430 24.068 31.459  -0.128
O 51.365 23.189 32.489  0.000
C 52.561 22.776 32.996  -0.465
O 53.702 23.256 32.700  0.058
O 52.397 21.908 34.016  0.033
C 53.484 21.286 34.541  -0.078
H 50.489 24.147 30.729  0.138
H 52.145 23.675 30.779  0.064
H 51.712 25.179 31.689  0.132
H 53.798 21.782 35.318  0.038
H 54.349 21.178 33.922  0.086
H 53.403 20.167 34.971  0.144
C 48.064 18.944 36.084  -0.063
O 47.159 19.276 37.166  -0.016
C 47.011 18.313 38.177  -0.648
O 47.741 17.366 38.240  0.100
O 46.025 18.509 38.906  0.053
C 45.691 17.623 40.036  -0.006
H 48.591 19.887 35.731  0.111
H 47.790 18.413 35.237  0.042
H 49.014 18.336 36.404  0.112
H 45.746 18.261 40.919  0.087
H 45.895 16.501 40.111  0.113
H 44.515 17.375 40.023  0.124
C 52.005 12.454 30.141  -0.083
O 51.433 12.036 31.292  -0.016
C 50.299 12.557 31.776  -0.461
O 49.772 13.509 31.077  0.028
O 49.984 12.024 33.008  -0.036
C 48.797 12.610 33.613  -0.026
H 51.490 11.961 29.361  0.092
H 53.003 12.065 30.192  0.088
H 52.159 13.569 30.084  0.115
H 47.953 11.772 33.339  0.141
H 48.628 13.583 33.218  0.061
H 48.950 12.284 34.678  0.095
C 53.237 13.612 36.784  -0.044
O 52.046 13.198 37.423  -0.023
C 50.855 13.734 37.154  -0.624
O 50.758 14.420 36.171  0.086
O 49.853 13.645 37.994  0.035
C 48.477 14.082 37.525  0.042
H 53.882 12.766 37.103  0.096
H 53.716 14.539 37.381  0.138
H 53.133 13.697 35.699  0.083
H 47.716 14.065 38.325  0.100
H 48.133 13.516 36.863  -0.019
H 48.443 15.206 37.128  0.131
C 56.510 18.849 27.255  -0.103
O 56.457 20.033 27.837  0.010
C 56.002 20.148 29.128  -0.431
O 55.644 19.181 29.803  0.095
O 56.145 21.399 29.742  -0.037
C 55.598 21.662 31.014  -0.047
H 55.492 18.224 27.026  0.165
H 56.818 18.332 27.978  0.002
H 57.161 19.037 26.458  0.098
H 55.917 20.855 31.656  0.097
H 54.564 21.414 30.798  0.073
H 55.709 22.694 31.206  0.087
C 52.486 19.572 31.184  -0.012
O 51.261 18.986 31.608  0.045
C 51.226 17.819 32.182  -0.580
O 52.090 16.952 32.208  0.094
O 50.139 17.697 32.961  -0.014
C 50.085 16.553 33.785  -0.064
H 53.285 19.703 31.709  0.015
H 52.050 20.556 30.866  0.128
H 52.992 18.988 30.424  0.084
H 49.833 15.628 33.169  0.091
H 49.121 16.760 34.379  0.096
H 51.045 16.286 34.457  0.127

=====

No. 3
C24H49AsClO11P2PtSSi | the ωB97M-V functional and the def2-TZVPD basis

Output
- ΔE to the lowest compared entry with this formula, charge and spin (kJ/mol) = 115.1
- HOMO level (spin up / spin down) (eV) = -4.21 / -5.59
- net charge = -1
- <S²> = 2.01
- gap between HOMO and LUMO (spin up / spin down) (eV) = 6.68 / 7.01
- LUMO level (spin up / spin down) (eV) = 2.47 / 1.42
- 2S+1 = 3

Each line ends with the Löwdin charge.
CARTESIAN COORDINATES (ANGSTROEM)
Pt 0.550 0.695 1.608  0.825
C 3.425 4.208 -0.057  -0.070
C 2.508 3.183 0.597  -0.605
O 1.350 3.098 -0.236  -0.098
P 3.327 1.537 0.694  0.467
O 3.371 0.930 -0.746  -0.118
O 4.869 1.827 0.960  -0.109
O 2.761 0.620 1.736  -0.381
P 2.022 3.685 2.308  0.315
O 3.498 3.359 2.984  -0.186
O 1.736 5.133 2.422  -0.309
O 1.018 2.674 2.797  -0.455
H 3.759 3.853 -1.034  0.085
H 4.294 4.424 0.560  0.077
H 2.851 5.125 -0.182  0.087
H 0.690 2.555 0.243  0.003
H 2.526 0.467 -1.021  0.042
H 4.938 2.271 1.826  0.074
H 3.543 3.691 3.890  0.078
C -2.629 -3.481 -1.511  -0.019
C -1.140 -3.631 -1.228  -0.625
C -0.498 -4.504 -2.305  -0.029
C -0.928 -4.242 0.154  -0.019
O -0.585 -2.310 -1.295  -0.114
Si 0.826 -1.745 -0.643  0.013
O 0.757 -1.356 0.886  -0.390
O 1.916 -2.928 -1.002  -0.112
C 3.217 -3.259 -0.512  -0.638
C 3.412 -2.834 0.937  -0.031
C 4.234 -2.564 -1.414  -0.022
C 3.338 -4.774 -0.637  -0.038
O 1.239 -0.394 -1.557  -0.158
C 0.852 -0.032 -2.908  -0.604
C 1.108 -1.201 -3.851  -0.017
C -0.615 0.381 -2.910  -0.023
C 1.717 1.157 -3.308  -0.031
H -3.117 -4.459 -1.529  0.089
H -2.778 -2.999 -2.480  0.090
H -3.108 -2.869 -0.746  0.065
H -0.930 -5.508 -2.278  0.084
H 0.577 -4.573 -2.152  0.070
H -0.687 -4.079 -3.293  0.081
H -1.327 -5.259 0.182  0.089
H -1.433 -3.652 0.921  0.084
H 0.134 -4.285 0.402  0.074
H 3.388 -1.750 1.045  0.064
H 4.382 -3.192 1.292  0.088
H 2.623 -3.236 1.572  0.088
H 4.115 -1.482 -1.343  0.073
H 4.081 -2.866 -2.452  0.083
H 5.256 -2.817 -1.121  0.086
H 2.608 -5.262 0.012  0.082
H 4.336 -5.111 -0.351  0.082
H 3.145 -5.082 -1.667  0.081
H 0.494 -2.059 -3.582  0.065
H 2.158 -1.497 -3.807  0.087
H 0.870 -0.909 -4.877  0.088
H -1.249 -0.454 -2.613  0.069
H -0.907 0.709 -3.911  0.089
H -0.767 1.206 -2.213  0.082
H 2.775 0.887 -3.299  0.087
H 1.566 1.991 -2.621  0.079
H 1.455 1.480 -4.318  0.089
Cl -4.522 -2.286 2.775  0.678
C -4.685 -1.533 1.206  -0.605
C -5.866 -1.759 0.514  -0.123
C -6.035 -1.209 -0.745  -0.096
C -5.020 -0.440 -1.297  -0.082
C -3.851 -0.226 -0.589  -0.073
C -3.650 -0.765 0.682  -0.319
C -2.342 -0.577 1.401  -0.518
H -6.638 -2.366 0.967  0.097
H -6.954 -1.384 -1.290  0.098
H -5.136 -0.008 -2.283  0.102
H -3.058 0.371 -1.023  0.074
H -1.630 -1.354 1.104  0.045
H -2.467 -0.662 2.478  0.050
C -1.926 4.685 4.920  -0.352
As -2.134 4.096 3.057  1.045
C -4.093 4.321 2.965  -0.367
C -1.659 5.813 2.240  -0.341
S -1.538 1.009 1.038  0.560
H -2.505 5.591 5.116  0.012
H -0.869 4.883 5.100  0.013
H -2.250 3.893 5.595  0.008
H -4.405 5.307 3.318  0.010
H -4.574 3.553 3.573  0.006
H -4.420 4.188 1.933  0.006
H -2.196 6.637 2.716  0.015
H -1.910 5.782 1.179  0.014
H -0.582 5.948 2.334  -0.009

=====

No. 4
C24H49BCl24IN4O4 | the ωB97M-V functional and the def2-TZVPD basis

Output
- HOMO level (eV) = -10.38
- net charge = +1
- gap between HOMO and LUMO (eV) = 5.92
- LUMO level (eV) = -4.46
- 2S+1 = 1

Each line ends with the Löwdin charge.
CARTESIAN COORDINATES (ANGSTROEM)
C 2.717 -5.018 -0.449  -0.225
C 3.312 -5.474 -1.586  -0.038
C 3.044 -4.786 -2.912  -0.491
O 3.573 -3.768 -3.123  0.167
O 2.211 -5.340 -3.866  -0.011
C 1.017 -4.567 -4.003  -0.184
C 0.017 -4.861 -2.856  -0.149
C -1.422 -4.400 -3.295  -0.184
C -1.766 -3.064 -2.599  -0.186
C -1.038 -1.837 -3.266  -0.140
C -0.126 -1.214 -2.204  -0.191
N 0.302 0.180 -2.492  -0.040
C -0.818 1.145 -2.630  -0.205
N -1.615 1.315 -1.410  -0.005
C 1.147 0.681 -1.525  -0.466
N 0.947 0.462 -0.153  -0.396
I 2.180 -1.048 0.518  0.968
N 2.162 1.406 -1.901  0.298
B 2.554 1.717 -3.313  -0.708
O 1.682 2.014 -4.323  0.191
O 3.903 1.738 -3.566  0.048
C 4.414 0.404 -3.805  -0.024
H 1.612 -5.145 -0.272  -0.061
H 3.307 -4.569 0.355  0.064
H 3.967 -6.351 -1.552  0.126
H 0.522 -4.852 -4.940  0.130
H 1.227 -3.486 -4.045  0.108
H -0.001 -5.943 -2.663  0.125
H 0.284 -4.315 -1.939  0.091
H -1.548 -4.383 -4.385  0.113
H -2.114 -5.154 -2.887  0.110
H -2.856 -2.926 -2.595  0.111
H -1.454 -3.155 -1.548  0.101
H -0.495 -2.201 -4.146  0.106
H -1.835 -1.174 -3.624  0.105
H -0.536 -1.278 -1.183  0.098
H 0.794 -1.829 -2.187  0.097
H -0.370 2.127 -2.858  0.104
H -1.470 0.930 -3.487  0.124
H -1.413 0.626 -0.696  0.031
H -2.606 1.392 -1.603  0.088
H 1.083 1.335 0.364  0.011
H 2.781 1.765 -1.174  0.161
H 1.650 1.265 -4.942  0.141
H 3.868 -0.377 -3.253  0.091
H 4.369 0.222 -4.890  0.105
H 5.476 0.361 -3.539  0.103
C -0.337 3.357 2.475  -1.000
Cl 1.259 4.072 2.202  0.487
Cl -1.008 2.737 0.958  0.593
H -0.244 2.540 3.183  -0.054
H -1.003 4.117 2.873  0.037
C 1.964 6.408 -1.242  -1.008
Cl 0.930 7.252 -0.092  0.549
Cl 1.604 4.667 -1.283  0.513
H 1.797 6.817 -2.234  0.036
H 2.999 6.545 -0.953  -0.022
C 0.341 -7.538 1.850  -0.962
Cl 1.491 -6.488 0.976  0.689
Cl 0.329 -9.171 1.181  0.520
H 0.634 -7.586 2.894  0.036
H -0.656 -7.115 1.761  -0.066
C 4.382 6.162 2.758  -1.031
Cl 3.634 5.501 1.290  0.499
Cl 3.211 7.066 3.717  0.524
H 4.768 5.345 3.354  -0.073
H 5.191 6.827 2.472  0.033
C -0.395 3.546 -7.029  -1.021
Cl -0.196 2.431 -8.387  0.513
Cl -2.004 3.416 -6.308  0.481
H 0.343 3.312 -6.274  -0.001
H -0.253 4.562 -7.384  0.033
C -3.261 1.251 3.757  -0.996
Cl -4.035 2.835 3.839  0.500
Cl -1.736 1.231 4.656  0.529
H -3.928 0.508 4.182  0.028
H -3.057 1.014 2.717  0.007
C -3.761 -8.061 1.953  -0.988
Cl -2.915 -6.587 2.456  0.540
Cl -3.216 -9.464 2.875  0.525
H -4.825 -7.926 2.116  0.030
H -3.565 -8.235 0.901  0.030
C 0.874 4.125 5.932  -1.019
Cl -0.617 4.641 6.725  0.521
Cl 1.139 2.383 6.117  0.495
H 0.808 4.359 4.876  -0.035
H 1.711 4.653 6.377  0.009
C -6.272 6.444 4.453  -1.015
Cl -6.367 5.395 5.871  0.506
Cl -5.429 5.649 3.116  0.473
H -7.278 6.692 4.133  0.026
H -5.732 7.346 4.720  0.026
C -5.860 -11.885 4.795  -1.038
Cl -6.451 -12.388 3.207  0.494
Cl -7.096 -11.003 5.699  0.501
H -5.576 -12.767 5.358  0.026
H -5.000 -11.238 4.657  -0.012
C 5.948 6.614 6.521  -0.976
Cl 6.105 5.503 5.146  0.578
Cl 4.321 6.577 7.206  0.512
H 6.656 6.319 7.287  0.029
H 6.164 7.621 6.181  0.032
C -1.762 6.289 -2.366  -1.040
Cl -1.625 5.171 -3.732  0.478
Cl -3.366 6.220 -1.633  0.522
H -1.025 6.020 -1.618  -0.047
H -1.581 7.299 -2.721  0.031

=====

- The highest 2S+1 belongs to which entry?
  C24H49AsClO11P2PtSSi